Record 1
# C39H104O13

13 unconnected molecules or ions with the total composition C39H104O13 (ωB97M-V/def2-TZVPD, the Open Molecules 2025 dataset).

Summary:
ΔE to the lowest compared entry with this formula, charge and spin ... 74.4 kcal per mole
HOMO energy ... -9.68 eV
Charge ... 0
2S+1 ... 1
LUMO level ... 0.369 eV

CARTESIAN COORDINATES (ANGSTROEM)
C  4.255  -2.314  1.931
C  5.432  -2.779  2.736
C  5.597  -4.285  2.873
O  6.610  -2.323  2.078
H  3.968  -2.895  1.053
H  4.331  -1.274  1.609
H  3.362  -2.294  2.564
H  5.403  -2.265  3.698
H  6.506  -4.487  3.435
H  5.582  -4.642  1.843
H  4.759  -4.720  3.421
H  6.665  -2.720  1.204
C  1.288  4.629  -1.899
C  0.361  4.310  -0.728
C  0.586  5.270  0.438
O  -0.992  4.326  -1.200
H  2.327  4.441  -1.613
H  1.192  5.684  -2.154
H  1.192  3.870  -2.675
H  0.615  3.364  -0.250
H  0.420  6.323  0.199
H  1.613  5.164  0.787
H  -0.096  5.017  1.252
H  -1.112  5.263  -1.399
C  -3.145  2.848  -5.110
C  -1.653  2.980  -4.861
C  -1.051  4.387  -4.983
O  -1.324  2.510  -3.563
H  -3.487  3.371  -6.006
H  -3.639  3.208  -4.207
H  -3.481  1.838  -5.347
H  -1.126  2.313  -5.545
H  -1.392  4.978  -5.836
H  0.038  4.433  -5.008
H  -1.353  5.004  -4.132
H  -1.565  3.144  -2.880
C  -4.362  0.430  -2.366
C  -4.590  -0.503  -3.551
C  -4.216  -1.930  -3.225
O  -5.915  -0.503  -4.056
H  -4.613  -0.026  -1.407
H  -5.020  1.284  -2.538
H  -3.359  0.856  -2.357
H  -3.912  -0.110  -4.310
H  -3.154  -2.031  -2.997
H  -4.495  -2.701  -3.944
H  -4.846  -2.210  -2.375
H  -6.525  -0.492  -3.312
C  -0.128  -0.608  -4.280
C  1.050  -0.557  -5.258
C  1.503  0.903  -5.504
O  2.150  -1.260  -4.715
H  0.134  -0.036  -3.389
H  -0.361  -1.634  -3.993
H  -0.968  -0.088  -4.744
H  0.763  -1.106  -6.158
H  1.421  1.442  -4.557
H  0.902  1.517  -6.173
H  2.568  0.913  -5.734
H  2.066  -2.214  -4.703
C  -3.063  -4.831  0.629
C  -3.333  -3.372  0.840
C  -4.817  -3.096  0.865
O  -2.716  -2.969  2.041
H  -3.097  -5.301  -0.355
H  -3.613  -5.449  1.341
H  -2.003  -5.013  0.834
H  -2.845  -2.866  0.000
H  -5.027  -2.051  0.618
H  -5.255  -3.254  1.850
H  -5.349  -3.608  0.061
H  -2.365  -2.073  1.908
C  3.345  -4.304  -0.977
C  2.441  -4.631  -2.159
C  1.087  -3.883  -2.085
O  3.075  -4.207  -3.351
H  3.703  -3.288  -1.133
H  4.139  -5.052  -1.020
H  2.797  -4.484  -0.053
H  2.341  -5.719  -2.139
H  0.563  -4.291  -2.953
H  1.180  -2.803  -2.194
H  0.583  -4.096  -1.142
H  2.407  -4.148  -4.038
C  4.988  0.001  -2.547
C  3.847  -0.018  -1.518
C  3.902  1.133  -0.523
O  2.645  0.133  -2.314
H  5.906  0.384  -2.096
H  4.817  0.549  -3.475
H  5.156  -0.997  -2.958
H  3.771  -1.019  -1.088
H  4.740  0.959  0.155
H  3.008  1.154  0.102
H  4.014  2.101  -1.010
H  2.652  -0.546  -3.004
C  -0.554  -1.614  6.394
C  -0.978  -2.028  5.024
C  -0.146  -3.142  4.423
O  -2.370  -2.444  5.100
H  -1.148  -0.771  6.746
H  0.502  -1.349  6.323
H  -0.652  -2.422  7.120
H  -0.906  -1.154  4.370
H  -0.238  -4.112  4.914
H  0.899  -2.830  4.389
H  -0.486  -3.346  3.406
H  -2.592  -2.508  4.167
C  3.228  1.510  5.181
C  3.448  0.443  4.123
C  3.282  0.901  2.665
O  4.578  -0.337  4.354
H  2.579  2.355  4.955
H  4.233  1.874  5.412
H  2.837  1.121  6.121
H  2.628  -0.270  4.287
H  3.303  0.104  1.924
H  4.120  1.571  2.444
H  2.393  1.532  2.678
H  5.151  -0.273  3.583
C  -2.762  1.115  4.121
C  -1.642  2.130  3.956
C  -0.435  1.699  4.785
O  -1.235  2.337  2.652
H  -2.763  0.619  5.091
H  -2.815  0.381  3.315
H  -3.754  1.572  4.072
H  -1.991  3.060  4.413
H  0.239  2.560  4.794
H  0.115  0.893  4.296
H  -0.621  1.514  5.842
H  -1.415  3.268  2.493
C  -0.471  0.797  -0.367
C  -0.577  -0.598  0.272
C  0.782  -1.081  0.690
O  -1.479  -0.662  1.346
H  0.369  0.958  -1.043
H  -0.552  1.559  0.411
H  -1.327  0.885  -1.041
H  -0.959  -1.296  -0.478
H  1.228  -1.573  -0.182
H  0.827  -1.894  1.416
H  1.523  -0.311  0.912
H  -1.350  0.210  1.743
C  -4.688  3.651  -0.744
C  -4.234  3.682  0.712
C  -3.781  2.230  0.992
O  -3.123  4.551  0.844
H  -5.444  2.877  -0.854
H  -3.760  3.426  -1.274
H  -4.977  4.634  -1.120
H  -5.015  3.971  1.413
H  -4.525  1.470  0.744
H  -3.470  2.067  2.024
H  -2.978  1.952  0.305
H  -2.454  4.473  0.157

Atom charges from the Löwdin analysis, given in e for atoms 1 to 5: -0.052, -0.488, -0.038, -0.056, 0.049

Record 2
# C7H17N2

A gas-phase ion, C7H17N2 (charge +1) (ωB97M-V/def2-TZVPD, the Open Molecules 2025 dataset).

Summary:
SMILES ... CC/[N+](C)=C(/C)CCN
ΔE to the lowest compared entry with this formula, charge and spin ... 45.9 kcal per mole
HOMO energy ... -13.03 eV
Charge ... +1
2S+1 ... 1
LUMO level ... -3.091 eV

CARTESIAN COORDINATES (ANGSTROEM)
C  -0.198  -2.084  1.086
C  -0.287  -1.383  -0.258
N  -1.019  -0.103  -0.191
C  -2.500  -0.225  -0.173
C  -0.500  1.041  -0.118
C  -1.374  2.238  -0.019
C  1.051  1.305  -0.032
C  2.378  0.425  0.084
N  2.521  -0.544  -0.928
H  -1.140  -2.521  1.167
H  0.437  -2.982  0.970
H  0.248  -1.332  1.803
H  -0.735  -2.245  -0.814
H  0.706  -1.193  -0.691
H  -2.739  0.334  0.693
H  -2.806  0.182  -1.071
H  -2.699  -1.226  -0.131
H  -1.852  2.416  -0.956
H  -2.103  2.028  0.779
H  -0.662  3.013  0.283
H  1.246  2.027  -0.716
H  1.126  1.866  0.845
H  2.306  0.037  1.023
H  3.094  1.327  0.094
H  2.986  -0.318  -1.785
H  2.953  -1.368  -0.691

Atom charges from the Löwdin analysis, given in e for atoms 1 to 5: -0.055, -0.188, -0.048, 0.067, -0.183

Record 3
# C3H5NO2

2 unconnected molecules or ions with the total composition C3H5NO2 (ωB97M-V/def2-TZVPD, the Open Molecules 2025 dataset).

Summary:
SMILES ... O=C=CO.C=N
ΔE to the lowest compared entry with this formula, charge and spin ... 75.4 kcal per mole
HOMO energy ... -8.84 eV
Charge ... 0
2S+1 ... 1
LUMO level ... 0.424 eV

CARTESIAN COORDINATES (ANGSTROEM)
O  -1.782  -0.295  -1.087
C  -1.286  -0.421  -0.034
C  -0.709  -0.632  1.138
O  -1.136  -1.703  1.912
H  -0.035  0.116  1.541
H  -0.605  -2.472  1.668
C  1.428  0.868  -0.938
N  0.489  1.672  -0.649
H  2.108  0.550  -0.146
H  1.610  0.445  -1.932
H  -0.082  1.873  -1.472

Atom charges from the Löwdin analysis, given in e for atoms 1 to 5: 0.153, -0.185, -0.209, -0.032, 0.103

Record 4
# C4H3LaLi2O2

A molecular structure, C4H3LaLi2O2 (ωB97M-V/def2-TZVPD, the Open Molecules 2025 dataset).

Summary:
HOMO energy ... -14.35 eV
Charge ... +2
2S+1 ... 1
LUMO level ... -8.273 eV

CARTESIAN COORDINATES (ANGSTROEM)
C  -1.595  0.870  -0.206
O  -1.622  0.660  1.152
Li  4.192  0.466  0.121
Li  -1.723  -1.288  0.866
H  -2.172  1.673  -0.707
C  -0.824  0.087  -1.017
C  -0.122  -1.132  -0.561
C  1.045  -1.075  0.110
O  1.735  0.076  0.477
La  0.424  1.365  1.399
H  -0.905  0.276  -2.093
H  1.567  -1.977  0.459

Atom charges from the Löwdin analysis, given in e for atoms 1 to 5: -0.418, -0.529, 0.919, 0.783, 0.134

Record 5
# C8H9IS2

C8H9IS2 in the gas phase (ωB97M-V/def2-TZVPD, the Open Molecules 2025 dataset).

Summary:
SMILES ... C=C(I)Cc1cc(C)sc1S
ΔE to the lowest compared entry with this formula, charge and spin ... 20.6 kcal per mole
HOMO energy ... -7.87 eV
Charge ... 0
2S+1 ... 1
LUMO level ... 0.334 eV

CARTESIAN COORDINATES (ANGSTROEM)
C  -1.907  -0.947  -1.592
C  -2.463  -0.435  -0.497
I  -4.496  -0.035  -0.010
C  -1.539  -0.279  0.818
C  -0.203  0.211  0.489
C  0.986  -0.533  0.420
C  2.146  0.153  0.314
C  3.485  -0.395  0.024
S  1.797  1.868  0.082
C  0.051  1.528  0.368
S  -1.060  2.818  0.445
H  -2.653  -1.179  -2.347
H  -0.903  -1.120  -1.880
H  -1.562  -1.253  1.335
H  -1.870  0.542  1.575
H  1.006  -1.637  0.585
H  4.431  -0.014  0.515
H  3.345  -1.415  0.048
H  3.696  -0.018  -0.948
H  -2.287  2.138  0.255

Atom charges from the Löwdin analysis, given in e for atoms 1 to 5: -0.028, -0.752, 0.823, -0.249, -0.434

Record 6
# C19H12ClN3O4SrTe

A molecular structure, C19H12ClN3O4SrTe (ωB97M-V/def2-TZVPD, the Open Molecules 2025 dataset).

Summary:
ΔE to the lowest compared entry with this formula, charge and spin ... 131.5 kcal per mole
HOMO energy ... 0.79 eV
Charge ... -2
2S+1 ... 1
LUMO level ... 3.737 eV

CARTESIAN COORDINATES (ANGSTROEM)
Sr  1.754  0.185  0.444
O  0.385  -2.288  2.354
C  0.325  -1.555  1.369
N  -0.306  -0.388  1.298
C  -1.599  -0.211  1.302
O  -2.486  -1.063  1.165
C  -1.893  1.266  1.444
C  -1.904  1.824  2.721
C  -1.991  3.197  2.845
C  -2.093  3.960  1.692
C  -2.117  3.306  0.473
N  -2.029  1.993  0.343
C  0.939  -1.954  0.111
C  1.389  -3.263  0.026
C  1.964  -3.692  -1.145
C  2.087  -2.779  -2.181
C  1.531  -1.530  -2.001
N  0.897  -1.160  -0.924
H  -1.819  1.187  3.589
H  -1.964  3.669  3.821
H  -2.127  5.037  1.738
H  -2.194  3.863  -0.452
H  1.260  -3.896  0.891
H  2.352  -4.702  -1.231
H  2.589  -3.027  -3.106
H  1.577  -0.787  -2.786
Cl  5.431  -6.983  2.416
C  4.743  -5.435  1.980
C  3.794  -4.855  2.805
C  3.260  -3.631  2.444
C  3.668  -3.020  1.268
C  4.621  -3.615  0.459
C  5.175  -4.830  0.816
C  3.153  -1.627  0.937
O  2.661  -1.017  1.883
O  3.436  -1.185  -0.182
H  3.474  -5.363  3.704
H  2.501  -3.138  3.039
H  4.919  -3.112  -0.451
H  5.919  -5.319  0.201
Te  1.908  3.166  0.740

Atom charges from the Löwdin analysis, given in e for atoms 1 to 5: 1.047, 0.076, -0.560, 0.030, -0.497

What is the HOMO energy in the fifth record?
-7.87 eV

Which of these has the lowest HOMO energy?
C4H3LaLi2O2

Which of these has the lowest HOMO energy?
C4H3LaLi2O2

What is the HOMO energy in the fourth record?
-14.35 eV